Record 1
{"formula": "C37H30N5O2RuS", "method": "wB97M-V/def2-TZVPD", "species": ["Ru", "O", "C", "N", "C", "O", "C", "C", "C", "C", "C", "N", "C", "C", "C", "C", "C", "N", "H", "H", "H", "H", "H", "H", "H", "H", "C", "C", "C", "C", "C", "C", "C", "C", "S", "C", "N", "C", "C", "C", "C", "C", "C", "C", "C", "H", "H", "H", "H", "H", "H", "H", "H", "H", "H", "H", "H", "H", "H", "H", "H", "C", "C", "C", "C", "C", "C", "C", "C", "N", "H", "H", "H", "H", "H", "H"], "positions_angstrom": [[-0.220, 1.789, 0.177], [-0.399, -1.032, 3.325], [-0.147, -0.193, 2.487], [-0.990, 0.413, 1.593], [-2.299, 0.619, 1.959], [-3.083, -0.143, 2.470], [-2.657, 2.078, 1.755], [-3.845, 2.573, 2.258], [-4.066, 3.939, 2.234], [-3.072, 4.760, 1.733], [-1.917, 4.185, 1.229], [-1.715, 2.867, 1.208], [1.236, 0.432, 2.441], [2.279, -0.111, 3.171], [3.506, 0.527, 3.152], [3.643, 1.694, 2.414], [2.553, 2.171, 1.709], [1.371, 1.550, 1.719], [-4.550, 1.868, 2.675], [-4.986, 4.358, 2.620], [-3.177, 5.835, 1.724], [-1.118, 4.794, 0.839], [2.094, -1.015, 3.734], [4.344, 0.126, 3.705], [4.581, 2.230, 2.379], [2.616, 3.067, 1.105], [0.143, -5.326, -0.600], [0.346, -4.214, 0.440], [-1.025, -3.751, 0.931], [1.128, -4.766, 1.640], [1.148, -3.076, -0.188], [2.408, -3.357, -0.753], [3.176, -2.390, -1.360], [2.697, -1.084, -1.371], [3.417, 0.339, -2.057], [2.076, 1.268, -1.496], [1.169, 0.594, -0.842], [1.475, -0.767, -0.778], [0.682, -1.774, -0.219], [1.882, 2.696, -1.665], [2.725, 3.476, -2.454], [2.437, 4.816, -2.634], [1.295, 5.342, -2.044], [0.471, 4.548, -1.256], [0.740, 3.198, -1.005], [-0.441, -6.140, -0.166], [1.091, -5.742, -0.943], [-0.400, -4.955, -1.469], [-1.561, -4.605, 1.347], [-1.628, -3.350, 0.114], [-0.953, -2.992, 1.711], [0.573, -5.588, 2.097], [1.269, -3.990, 2.397], [2.109, -5.145, 1.349], [2.781, -4.372, -0.732], [4.127, -2.640, -1.812], [-0.294, -1.517, 0.165], [3.592, 3.035, -2.934], [3.077, 5.438, -3.246], [1.039, 6.382, -2.210], [-0.425, 5.009, -0.862], [-1.655, 1.620, -1.369], [-1.911, 0.214, -1.784], [-1.118, -0.394, -2.764], [-1.330, -1.700, -3.159], [-2.364, -2.439, -2.583], [-3.172, -1.851, -1.612], [-2.944, -0.543, -1.226], [-2.598, -3.793, -2.999], [-2.780, -4.878, -3.336], [-2.585, 2.100, -1.052], [-1.270, 2.170, -2.230], [-0.322, 0.180, -3.224], [-0.708, -2.153, -3.920], [-3.976, -2.420, -1.166], [-3.595, -0.097, -0.484]], "s2": 0.758, "fmax_ev_per_a": 0.5, "gap_ev": [7.85, 7.33], "relative_energy_kcal_mol": 0.00, "spin_multiplicity": 2, "total_charge": 0, "e_lumo_ev": [-0.36, -0.76]}

***

Record 2
{"formula": "C8H17F6NO13S3Zn", "method": "wB97M-V/def2-TZVPD", "species": ["Zn", "S", "O", "O", "O", "O", "C", "F", "F", "F", "S", "O", "O", "O", "C", "F", "F", "F", "S", "O", "O", "O", "C", "C", "O", "O", "H", "H", "H", "H", "H", "H", "C", "C", "C", "O", "C", "N", "H", "H", "H", "H", "H", "H", "H", "H", "H", "H", "H"], "positions_angstrom": [[21.013, -12.756, -12.796], [21.433, -10.524, -10.388], [22.777, -10.005, -10.129], [20.863, -11.085, -9.149], [20.462, -9.485, -10.705], [21.449, -11.479, -11.502], [19.630, -10.330, -16.335], [19.627, -9.275, -17.189], [18.502, -10.431, -15.653], [19.797, -11.470, -17.002], [21.106, -10.135, -15.084], [22.223, -9.932, -15.989], [20.807, -8.958, -14.235], [21.219, -11.383, -14.358], [16.416, -11.966, -12.879], [15.436, -11.159, -12.557], [16.233, -13.220, -12.390], [16.414, -12.053, -14.191], [18.072, -11.256, -12.234], [18.041, -11.299, -10.774], [19.045, -12.237, -12.785], [18.045, -9.899, -12.753], [21.832, -14.360, -15.049], [22.988, -14.565, -14.089], [22.927, -13.498, -13.187], [20.671, -14.167, -14.351], [21.711, -15.206, -15.731], [22.118, -13.561, -15.739], [23.873, -14.613, -14.725], [22.813, -15.547, -13.642], [23.831, -13.358, -12.893], [19.941, -14.586, -14.810], [20.133, -16.362, -10.223], [19.945, -15.465, -11.500], [18.448, -15.285, -11.813], [17.933, -16.471, -12.370], [16.591, -16.483, -12.850], [20.646, -14.163, -11.269], [19.279, -16.880, -9.779], [20.615, -15.947, -9.338], [20.662, -17.288, -10.466], [20.418, -15.997, -12.325], [18.350, -14.427, -12.483], [17.833, -14.980, -10.963], [16.366, -17.465, -13.264], [16.412, -15.727, -13.618], [15.862, -16.255, -12.069], [20.152, -13.703, -10.509], [21.516, -14.423, -10.820]], "fmax_ev_per_a": 5.8, "gap_ev": 3.38, "relative_energy_kcal_mol": 63.75, "total_charge": -2, "e_lumo_ev": 3.33}

***

Record 3
{"formula": "C5H8BrClO", "method": "wB97M-V/def2-TZVPD", "species": ["C", "C", "C", "C", "C", "O", "Cl", "Br", "H", "H", "H", "H", "H", "H", "H", "H"], "positions_angstrom": [[-0.536, 0.945, 0.836], [0.217, 0.086, -0.259], [0.532, 0.132, 1.352], [0.999, 0.893, -1.150], [-0.505, -1.164, -0.744], [-1.787, -1.219, -0.221], [1.920, 0.780, 2.153], [-0.093, -1.481, 2.400], [-0.400, 2.038, 0.829], [-1.608, 0.780, 0.921], [1.581, 1.430, -0.482], [0.494, 1.486, -1.980], [1.641, 0.278, -1.697], [0.235, -1.997, -0.612], [-0.647, -1.195, -1.838], [-2.042, -1.791, 0.494]], "fmax_ev_per_a": 4.6, "gap_ev": 10.01, "relative_energy_kcal_mol": 32.04, "total_charge": 0, "e_lumo_ev": 0.50, "smiles": "C[C@]1(CO)C[C@@]1(Cl)Br"}

***

Record 4
{"formula": "C26H34N2O2OsSi", "method": "wB97M-V/def2-TZVPD", "species": ["Os", "C", "O", "C", "C", "C", "C", "C", "C", "N", "N", "C", "C", "O", "C", "C", "C", "C", "C", "C", "C", "C", "H", "H", "H", "H", "H", "H", "H", "H", "H", "H", "H", "H", "H", "C", "Si", "C", "C", "C", "C", "C", "C", "C", "C", "H", "H", "H", "H", "H", "H", "H", "H", "H", "H", "H", "H", "H", "H", "H", "H", "H", "H", "H", "H", "H"], "positions_angstrom": [[1.307, 0.582, 0.283], [3.947, -0.780, 1.372], [2.569, -1.178, 1.289], [2.325, -2.192, 0.413], [2.699, -3.505, 0.796], [2.384, -4.599, -0.061], [1.764, -4.417, -1.288], [1.338, -3.100, -1.618], [1.608, -1.952, -0.822], [1.239, -0.620, -1.190], [0.817, -0.368, -2.419], [0.547, 0.902, -2.714], [1.032, 2.084, -1.896], [2.004, 1.943, -0.977], [0.606, 3.350, -2.309], [-0.067, 3.565, -3.504], [-0.379, 2.491, -4.396], [-0.871, 2.721, -5.689], [-1.124, 1.654, -6.540], [-0.831, 0.337, -6.126], [-0.290, 0.130, -4.856], [-0.012, 1.190, -3.993], [4.519, -1.479, 1.968], [3.943, 0.236, 1.753], [4.402, -0.740, 0.373], [3.128, -3.658, 1.772], [2.630, -5.618, 0.263], [1.453, -5.233, -1.938], [0.729, -2.963, -2.475], [0.820, 4.201, -1.615], [-0.524, 4.514, -3.729], [-1.092, 3.730, -5.977], [-1.550, 1.885, -7.498], [-1.066, -0.568, -6.677], [-0.086, -0.889, -4.547], [-0.540, 2.555, 1.876], [-0.560, 0.624, 1.821], [-2.224, -0.035, 1.175], [-3.300, -0.458, 2.188], [-1.921, -1.290, 0.283], [-2.822, 1.087, 0.272], [-0.333, 0.093, 3.633], [-0.280, -1.433, 3.715], [1.100, 0.633, 3.931], [-1.318, 0.693, 4.624], [-1.245, 2.916, 2.625], [-0.804, 2.978, 0.901], [0.460, 2.860, 2.132], [-2.947, -1.207, 2.911], [-4.151, -0.860, 1.617], [-3.675, 0.376, 2.761], [-1.418, -2.065, 0.882], [-1.250, -1.023, -0.531], [-2.871, -1.603, -0.098], [-3.092, 1.991, 0.810], [-3.662, 0.691, -0.272], [-2.069, 1.348, -0.494], [0.553, -1.806, 3.087], [-1.187, -1.891, 3.280], [-0.118, -1.786, 4.745], [1.467, 1.397, 3.211], [1.824, -0.169, 3.842], [1.128, 1.152, 4.923], [-2.357, 0.283, 4.565], [-1.370, 1.772, 4.525], [-0.935, 0.522, 5.630]], "s2": 6.118, "fmax_ev_per_a": 3.1, "gap_ev": [5.78, 4.30], "spin_multiplicity": 5, "total_charge": 2, "e_lumo_ev": [-8.28, -9.94]}